[1]
# C11H29BaF3N2O13S

C11H29BaF3N2O13S as an isolated structure in a non-equilibrium geometry (the ωB97M-V functional and the def2-TZVPD basis, the Open Molecules 2025 dataset).

Geometry (Å):
Ba: -0.3838 -0.2496 -0.5390
N: -0.4402 -1.4103 -4.2056
O: 0.4477 -2.0829 -4.7805
O: -0.1312 -0.7433 -3.1668
O: -1.6265 -1.4482 -4.5845
C: -1.6945 2.9306 2.9965
F: -1.6994 3.6803 1.8999
F: -0.4531 2.6837 3.3671
F: -2.2609 3.6606 3.9325
S: -2.6386 1.3540 2.6399
O: -4.0405 1.7207 2.4594
O: -2.0321 0.9293 1.3787
O: -2.4098 0.4875 3.7935
C: 1.4891 -0.7021 4.0365
C: 0.8920 -0.1266 2.7460
C: 1.7829 0.9214 2.1564
O: 1.0647 1.5411 1.0703
C: 1.4615 2.8917 0.9363
N: 0.6025 -1.3072 1.8660
H: 0.7930 -1.2974 4.6368
H: 1.7885 0.0897 4.7338
H: 2.3402 -1.3848 3.9419
H: -0.0926 0.2846 2.9629
H: 2.6876 0.4865 1.7052
H: 2.1292 1.6071 2.9288
H: 2.4932 3.0009 0.5801
H: 1.2765 3.5036 1.8210
H: 0.8239 3.3056 0.1489
H: 0.1016 -1.9213 2.4986
H: 1.5333 -1.6982 1.7183
C: -2.5678 -3.0449 -0.0107
C: -1.2211 -3.7320 0.0744
O: -0.2909 -3.1146 -0.8095
O: -2.5268 -1.7041 0.4972
H: -3.2704 -3.6959 0.5224
H: -2.9804 -3.0865 -1.0246
H: -1.3150 -4.8042 -0.1207
H: -0.9005 -3.7102 1.1247
H: 0.4211 -3.7430 -0.9828
H: -3.3893 -1.5673 0.9059
C: -0.8876 3.0213 -2.0900
C: -2.2039 2.3816 -2.5386
O: -2.6125 1.3619 -1.6095
O: 0.1911 2.0705 -2.1683
H: -0.9449 3.4601 -1.0951
H: -0.6800 3.8392 -2.7833
H: -2.0382 1.8554 -3.4854
H: -3.0073 3.1145 -2.6387
H: -3.4650 1.0319 -1.9079
H: 0.5698 2.1802 -3.0443
C: 2.8901 -0.5349 -2.0878
C: 3.2954 -1.8641 -2.7255
O: 2.2587 -2.8289 -2.7258
O: 2.4199 -0.6442 -0.7477
H: 2.2803 0.0815 -2.7489
H: 3.7778 0.1192 -2.0672
H: 4.1312 -2.2796 -2.1638
H: 3.5434 -1.6979 -3.7775
H: 1.5139 -2.4799 -3.2516
H: 3.2049 -0.6919 -0.1980

Atomic forces in eV per Å
-0.5 0.3 -0.3
-1.1 -1.1 -0.4
-0.4 0.7 0.5
0.1 0.1 -0.1
1.3 0.4 0.3
-1.5 -0.6 -0.3
0.5 0.3 -0.8
1.0 -0.2 0.1
-0.4 0.2 0.9
-2.1 -0.6 0.3
1.3 0.3 0.2
0.7 -0.1 0.2
0.6 0.6 -0.8
0.1 0.5 1.3
-0.3 -1.6 1.2
-0.2 -0.7 -1.3
0.7 0.5 1.2
-0.6 0.6 -1.2
0.9 1.1 0.0
-0.4 0.2 -0.4
0.1 0.0 -0.2
0.2 0.3 -0.6
0.2 0.3 0.1
0.1 -0.1 0.2
-0.4 0.3 -0.1
0.0 -0.2 0.3
0.2 -0.3 0.2
0.2 0.0 0.1
-0.1 -0.3 -0.3
-0.3 -0.6 -0.2
-0.3 -1.0 -0.4
-0.2 0.0 0.4
-0.1 -0.2 0.4
-0.2 -1.1 -0.2
0.1 0.3 0.5
0.4 0.4 -0.2
-0.2 0.1 -0.5
0.2 0.4 -0.1
0.2 0.4 -0.2
0.2 0.6 0.1
-0.6 -0.2 -0.7
0.2 -0.7 0.2
0.4 0.4 0.1
-0.2 0.5 0.4
0.0 -0.3 0.2
0.0 0.1 0.0
0.1 0.4 -0.2
0.2 0.2 0.0
0.0 -0.1 0.1
0.1 -0.4 0.0
1.8 0.8 -0.8
-1.2 0.0 -0.1
-0.1 0.0 0.7
-0.4 0.0 -0.2
-1.0 -0.6 0.4
0.3 -0.4 0.1
0.1 -0.1 -0.2
0.6 0.3 0.1
0.2 -0.1 -0.3
-0.1 -0.1 0.1

Energy relative to the best compared isomer or geometry (same formula, charge and spin), kJ/mol: 0.00
Total charge: 0
Energy, Eh: -2247.42197

natural (NBO) analysis output, partial charges in e:
1. Ba 1.8448
2. N 0.7185
3. O -0.5118
4. O -0.6766
5. O -0.4702
6. C 0.7064
7. F -0.3298
8. F -0.3302
9. F -0.3116
10. S 2.3164
11. O -0.9634
12. O -1.0706
13. O -0.9805
14. C -0.6369
15. C -0.1161
16. C -0.0670
17. O -0.5870
18. C -0.2516
19. N -0.8769
20. H 0.2273
21. H 0.2174
22. H 0.2009
23. H 0.2573
24. H 0.1588
25. H 0.2062
26. H 0.1710
27. H 0.1909
28. H 0.1941
29. H 0.3798
30. H 0.3530
31. C -0.1078
32. C -0.0918
33. O -0.7578
34. O -0.7555
35. H 0.1854
36. H 0.1872
37. H 0.1874
38. H 0.1649
39. H 0.5069
40. H 0.5078
41. C -0.1002
42. C -0.0972
43. O -0.7522
44. O -0.7600
45. H 0.1989
46. H 0.1831
47. H 0.1888
48. H 0.1840
49. H 0.4895
50. H 0.4921
51. C -0.1070
52. C -0.0870
53. O -0.7578
54. O -0.7629
55. H 0.2027
56. H 0.1618
57. H 0.1668
58. H 0.1837
59. H 0.5013
60. H 0.4822



[2]
# C15H31CrIP2

C15H31CrIP2 as an isolated structure in a non-equilibrium geometry (the ωB97M-V functional and the def2-TZVPD basis, the Open Molecules 2025 dataset).

Geometry (Å):
P: 0.1808 2.1916 1.9385
P: 1.9855 1.2953 -2.0769
C: 1.4979 2.7954 0.7138
C: 1.6002 2.7862 -0.9536
H: 2.5040 2.6374 1.1302
H: 1.2263 3.8446 0.8571
H: 0.8200 3.4221 -1.3929
H: 2.5367 3.3177 -1.0927
C: 3.7496 0.9520 -2.2133
H: 3.8789 -0.0303 -2.6854
H: 4.2179 0.9311 -1.2210
H: 4.1978 1.7364 -2.8380
C: 1.3790 1.6505 -3.7168
H: 2.1556 2.2251 -4.2422
H: 0.4578 2.2392 -3.6343
H: 1.1753 0.7027 -4.2334
C: 0.8972 2.2442 3.5811
H: 0.2393 1.7221 4.2878
H: 1.0071 3.2920 3.8882
H: 1.8815 1.7598 3.5841
C: -1.1754 3.3625 1.8269
H: -1.4763 3.4988 0.7798
H: -0.8552 4.3214 2.2522
H: -2.0199 2.9573 2.4005
Cr: 1.0489 0.9805 -0.0528
C: 3.4937 5.0845 -1.7103
C: 4.4466 4.2629 -1.2235
C: 5.3766 4.6238 -0.1147
C: 4.7331 5.3560 1.0971
C: 3.3183 4.9961 1.4121
C: 2.2470 5.6763 0.9550
C: 2.2817 6.7280 -0.0996
C: 3.2716 6.5003 -1.2793
C: -0.5188 0.5438 1.6595
H: 2.9003 4.7915 -2.5866
H: 4.6984 3.3408 -1.7524
H: 6.1837 5.2764 -0.4917
H: 5.8601 3.7019 0.2472
H: 5.3361 5.0827 1.9777
H: 4.8474 6.4441 0.9599
H: 3.2122 4.2365 2.1960
H: 1.2866 5.6316 1.4817
H: 2.5296 7.7066 0.3462
H: 1.2653 6.8318 -0.5147
H: 2.8265 7.0241 -2.1400
H: 4.2167 7.0192 -1.0573
H: -0.5184 0.1537 0.5984
H: -1.5735 0.6793 1.9443
H: -0.0727 -0.1984 2.3413
I: 1.0415 -1.2794 -1.2350

Atomic forces in eV per Å
1.5 -1.1 -3.5
-0.8 0.7 0.4
-1.3 1.0 1.1
1.4 0.8 -1.3
-0.2 0.1 -0.2
0.4 -0.5 -0.2
0.0 -0.3 0.3
-0.6 0.2 0.6
0.4 0.6 -0.3
-0.1 0.2 0.1
-0.1 0.0 -0.3
0.3 -0.4 0.1
0.4 0.7 -0.7
-0.4 0.0 -0.4
0.2 -0.2 -0.1
0.0 0.3 0.1
-0.4 0.0 1.2
0.2 0.2 0.2
0.0 -0.2 0.0
-0.3 0.1 -0.1
-0.1 0.5 0.4
0.2 -0.2 0.4
-0.3 0.0 0.0
0.1 0.2 -0.1
-0.4 -0.4 0.4
1.2 -0.4 -0.4
-0.1 1.1 -1.2
0.3 0.0 0.5
0.7 -0.1 -0.2
-0.8 1.0 0.4
1.0 0.2 1.1
0.0 0.4 -0.5
-0.4 0.6 0.1
-0.4 -0.4 1.0
0.2 -0.2 0.4
-0.4 0.2 0.3
-0.1 -0.3 0.0
-0.1 0.3 -0.1
-0.1 0.3 -0.2
-0.2 -0.4 0.1
-0.2 0.4 -0.3
0.2 -0.5 -0.3
-0.2 -0.2 -0.1
0.3 0.0 0.2
0.3 0.0 0.2
-0.2 -0.3 -0.1
-0.4 0.1 0.8
-0.1 -0.3 -0.1
-0.2 0.0 -0.2
-0.6 -3.5 0.4

Total charge: 0
2S+1: 5
⟨S²⟩: 6.378
Energy, Eh: -2614.66140

natural (NBO) analysis output, partial charges in e:
1. P 1.4566
2. P 0.8749
3. C -0.8039
4. C -0.7771
5. H 0.2233
6. H 0.2947
7. H 0.2360
8. H 0.2891
9. C -0.9497
10. H 0.2605
11. H 0.2453
12. H 0.2094
13. C -0.9567
14. H 0.2090
15. H 0.2431
16. H 0.2502
17. C -1.0270
18. H 0.2470
19. H 0.2462
20. H 0.2596
21. C -0.9871
22. H 0.2722
23. H 0.2350
24. H 0.2484
25. Cr -0.0354
26. C -0.1860
27. C -0.1865
28. C -0.4492
29. C -0.4470
30. C -0.1813
31. C -0.1892
32. C -0.4485
33. C -0.4485
34. C -0.9765
35. H 0.2080
36. H 0.2148
37. H 0.2238
38. H 0.2134
39. H 0.2225
40. H 0.2068
41. H 0.1986
42. H 0.1961
43. H 0.2239
44. H 0.2122
45. H 0.2219
46. H 0.2082
47. H 0.2614
48. H 0.2258
49. H 0.2366
50. I -0.5252



[3]
# C2H3N3

A 2-piece molecular cluster, C2H3N3 overall in a non-equilibrium geometry (the ωB97M-V functional and the def2-TZVPD basis, the Open Molecules 2025 dataset).

Geometry (Å):
C: -0.6597 -0.5845 -1.2757
C: -0.3788 0.2053 -0.1389
N: -0.9015 -1.2538 -2.1735
N: 0.7870 -0.2754 1.7170
N: 0.8211 0.0082 0.5015
H: -0.1583 1.7543 -1.1505
H: -1.2523 0.5216 0.4349
H: 1.7426 -0.3757 2.0852

Atomic forces in eV per Å
0.1 -0.6 -0.3
-1.4 4.3 -1.7
-0.1 -0.2 -0.3
-1.1 0.5 -0.9
2.7 -0.8 1.4
-0.3 -2.9 2.2
0.2 -0.3 0.1
0.0 0.1 -0.5

Energy relative to the best compared isomer or geometry (same formula, charge and spin), kJ/mol: 469.63
Total charge: 0
Energy, Eh: -242.09381

natural (NBO) analysis output, partial charges in e:
1. C 0.2126
2. C -0.1988
3. N -0.2686
4. N -0.2916
5. N -0.1718
6. H 0.1435
7. H 0.2439
8. H 0.3309